Record 1
{"formula": "C39H20N9O4S4SbW", "method": "wB97M-V/def2-TZVPD", "symbols": ["W", "C", "C", "C", "C", "C", "N", "C", "N", "C", "C", "C", "C", "C", "C", "C", "C", "N", "C", "N", "C", "N", "C", "N", "C", "N", "C", "C", "C", "C", "C", "C", "C", "C", "C", "C", "C", "C", "N", "C", "C", "H", "H", "H", "H", "H", "H", "H", "H", "H", "H", "H", "H", "H", "H", "H", "H", "S", "Sb", "S", "S", "S", "O", "C", "O", "C", "C", "C", "C", "C", "C", "N", "O", "O", "H", "H", "H", "H"], "xyz": [[0.3440, 0.4187, -0.0955], [1.8920, 1.6230, 6.1376], [3.1757, 1.1698, 5.7456], [3.3726, 0.5105, 4.5567], [2.2613, 0.3167, 3.7237], [2.1175, -0.2355, 2.4169], [0.7817, -0.1035, 2.0151], [0.1045, 0.4530, 3.0407], [-1.2502, 0.5353, 3.1530], [-1.9677, 0.1603, 2.1432], [-3.4122, -0.1420, 2.3273], [-4.2166, -0.0796, 3.4488], [-5.5367, -0.4921, 3.3041], [-6.0165, -0.9552, 2.0764], [-5.1930, -1.0150, 0.9573], [-3.8849, -0.5992, 1.1151], [-2.7604, -0.4911, 0.1458], [-2.9150, -0.6613, -1.1084], [-1.7504, -0.3103, -1.8904], [-0.5352, -0.9791, -1.4436], [0.0710, -1.5775, -2.4728], [1.2562, -2.1384, -2.4880], [1.9951, -2.0305, -1.3638], [1.7941, -1.2404, -0.2872], [2.8817, -1.4116, 0.5896], [3.0653, -0.8917, 1.7740], [3.7958, -2.3538, -0.0043], [5.0046, -2.8974, 0.4347], [5.6262, -3.8199, -0.3789], [5.0618, -4.2173, -1.6082], [3.8601, -3.6915, -2.0343], [3.2372, -2.7564, -1.2133], [-0.7760, -1.4535, -3.6778], [-0.5619, -1.8946, -4.9747], [-1.5062, -1.5571, -5.9291], [-2.6277, -0.7941, -5.5833], [-2.8252, -0.3475, -4.2863], [-1.8709, -0.6783, -3.3391], [-1.6221, -0.0747, 0.8468], [0.9909, 0.7670, 4.1128], [0.7938, 1.4180, 5.3385], [1.7834, 2.1536, 7.0755], [4.0203, 1.3673, 6.3938], [4.3534, 0.1797, 4.2454], [-3.8231, 0.2783, 4.3895], [-6.2044, -0.4564, 4.1563], [-7.0498, -1.2711, 1.9973], [-5.5494, -1.3638, -0.0014], [5.4351, -2.5853, 1.3763], [6.5736, -4.2485, -0.0745], [5.5854, -4.9361, -2.2254], [3.4176, -3.9712, -2.9796], [0.3228, -2.4669, -5.2181], [-1.3736, -1.8689, -6.9564], [-3.3467, -0.5385, -6.3514], [-3.6840, 0.2539, -4.0224], [-0.1888, 1.7694, 5.6228], [4.0790, 0.6304, -2.8773], [1.9115, 1.1756, -2.5284], [1.7267, 3.6113, -2.3371], [-1.2969, 1.4566, -1.6165], [1.1870, 2.7474, -4.2206], [2.1051, 1.3708, 0.2254], [1.5471, 2.3625, 0.8909], [0.2453, 2.2659, 0.8212], [2.2684, 3.2728, 1.6888], [3.6813, 3.2766, 1.7063], [4.3683, 4.1214, 2.5496], [3.7023, 4.9862, 3.4170], [2.3116, 4.9600, 3.3784], [1.5755, 4.1519, 2.5529], [1.5754, 5.8531, 4.3153], [2.2390, 6.5666, 5.0541], [0.3589, 5.8433, 4.2949], [4.2082, 2.6000, 1.0466], [5.4507, 4.1071, 2.5485], [4.2219, 5.6427, 4.0945], [0.4970, 4.1558, 2.5803]], "forces_ev_per_angstrom": [[-0.74, -1.12, -0.83], [-0.01, 0.06, 0.08], [0.01, -0.01, -0.05], [-0.01, 0.09, 0.13], [0.14, -0.16, -0.49], [-0.38, 0.18, 0.61], [0.33, 0.55, 0.18], [0.10, -0.29, 0.01], [0.03, 0.06, -0.23], [-0.51, -0.04, 0.07], [0.40, 0.09, -0.01], [-0.15, -0.04, -0.09], [0.04, 0.01, -0.01], [-0.03, 0.00, 0.01], [0.01, 0.06, 0.12], [0.14, -0.06, -0.31], [-0.13, 0.08, 0.37], [0.15, 0.02, 0.13], [-0.25, 0.01, -0.07], [0.04, -0.39, -0.53], [-0.73, 0.24, 0.31], [0.39, 0.01, 0.32], [-0.13, 0.16, 0.12], [-0.14, -0.09, -0.44], [0.27, 0.23, 0.34], [-0.01, -0.43, -0.74], [0.19, -0.14, 0.00], [-0.13, 0.13, -0.03], [-0.01, -0.12, -0.20], [0.13, 0.02, 0.17], [-0.05, 0.13, 0.07], [0.12, -0.17, 0.00], [0.15, 0.03, 0.11], [-0.02, -0.02, 0.06], [-0.14, 0.10, 0.03], [0.09, -0.09, -0.09], [0.06, -0.05, 0.08], [-0.07, -0.06, 0.01], [0.05, 0.02, 0.03], [-0.25, 0.05, 0.04], [0.08, -0.05, -0.04], [0.01, 0.00, 0.03], [0.04, -0.01, 0.05], [0.06, -0.04, -0.01], [0.03, 0.01, 0.04], [-0.03, -0.01, 0.00], [-0.02, 0.00, 0.01], [-0.02, -0.02, -0.05], [0.01, 0.01, 0.04], [0.02, -0.01, 0.01], [0.03, -0.03, -0.01], [-0.05, 0.00, -0.04], [0.03, -0.02, 0.00], [0.01, -0.02, -0.05], [-0.03, 0.01, -0.03], [-0.03, 0.03, 0.02], [-0.05, 0.00, 0.00], [0.04, -0.07, -0.04], [0.46, 0.07, 0.12], [-0.07, 0.02, -0.17], [0.23, 0.09, -0.03], [-0.10, 0.12, -0.03], [0.38, 1.69, 1.08], [-2.15, -2.63, -1.70], [1.55, 0.97, 0.70], [1.01, 1.55, 1.40], [-0.85, -0.25, -0.29], [0.17, 0.42, 0.41], [-0.25, -0.45, -0.46], [0.09, 0.53, 0.58], [0.27, -0.74, -0.64], [0.04, 0.08, -0.07], [-0.15, -0.16, -0.12], [0.34, -0.05, -0.01], [-0.02, -0.05, -0.02], [0.00, -0.01, -0.01], [0.00, 0.02, 0.03], [-0.04, -0.02, 0.00]], "fmax_ev_per_a": 3.8, "e_lumo_ev": [3.4, 3.4], "charge": -2, "homo_ev": [-1.303, -1.302]}


Record 2
{"formula": "C34H30ClGeMgN3O7", "method": "wB97M-V/def2-TZVPD", "symbols": ["Mg", "O", "C", "O", "C", "C", "C", "C", "C", "N", "C", "O", "O", "H", "H", "H", "C", "C", "O", "N", "C", "C", "C", "C", "C", "C", "N", "H", "H", "H", "H", "H", "H", "H", "H", "H", "H", "Cl", "C", "C", "O", "O", "H", "H", "C", "Ge", "C", "C", "C", "C", "C", "C", "C", "C", "C", "C", "C", "C", "C", "C", "C", "C", "H", "H", "H", "H", "H", "H", "H", "H", "H", "H", "H", "H", "H", "H", "H"], "xyz": [[0.6071, -1.7468, 1.3028], [-2.7973, -1.8107, -1.1037], [-1.8691, -1.9622, -0.3129], [-0.9906, -1.1054, 0.0385], [-1.7312, -3.3117, 0.3917], [-2.5987, -4.3863, 0.2704], [-2.3418, -5.5168, 1.0379], [-1.2557, -5.5485, 1.9049], [-0.4398, -4.4298, 1.9612], [-0.6910, -3.3749, 1.2042], [0.7697, -4.2384, 2.8847], [1.0990, -5.1734, 3.6090], [1.3461, -3.1088, 2.7369], [-3.4409, -4.3153, -0.4030], [-2.9996, -6.3751, 0.9675], [-1.0328, -6.3997, 2.5324], [-1.8595, 0.9200, 3.8499], [-0.6319, 0.0762, 3.6104], [-0.6495, -0.8693, 2.8319], [0.4690, 0.4133, 4.3122], [1.7405, -0.2814, 4.1302], [2.5079, 0.2817, 2.9636], [3.5694, 1.1496, 3.1607], [4.2194, 1.6847, 2.0588], [3.7843, 1.3306, 0.7977], [2.7228, 0.4476, 0.6867], [2.0890, -0.0689, 1.7410], [-2.6980, 0.4641, 3.3322], [-1.7026, 1.9233, 3.4505], [-2.0788, 1.0031, 4.9147], [0.4601, 1.2789, 4.8232], [1.5403, -1.3421, 3.9693], [2.3173, -0.1760, 5.0484], [3.8861, 1.3886, 4.1680], [5.0576, 2.3579, 2.1885], [4.2588, 1.7035, -0.0981], [2.3851, 0.1124, -0.2822], [4.9525, -2.0724, 1.5820], [3.8596, -3.1501, 0.6438], [3.0971, -2.3239, -0.4058], [3.7401, -1.8280, -1.3297], [1.8465, -2.1862, -0.1980], [3.1923, -3.6044, 1.3673], [4.4963, -3.8820, 0.1543], [1.5905, -0.0330, -3.4677], [-0.0675, 0.3520, -2.4732], [0.3611, 1.7715, -1.1469], [-0.2145, 1.8530, 0.1207], [0.1480, 2.8650, 1.0011], [1.0904, 3.8158, 0.6369], [1.6651, 3.7541, -0.6248], [1.3004, 2.7418, -1.5022], [-1.3204, 1.2411, -3.7173], [-0.9142, 1.5365, -4.9946], [-1.7390, 2.2661, -5.8814], [-2.9661, 2.7028, -5.4775], [-3.4409, 2.4042, -4.1755], [-4.7171, 2.8331, -3.7353], [-5.1686, 2.5106, -2.4875], [-4.3723, 1.7254, -1.6271], [-3.1356, 1.3024, -2.0230], [-2.6237, 1.6487, -3.2990], [2.0547, 0.8776, -3.8566], [1.3646, -0.6911, -4.3082], [2.2926, -0.5504, -2.8122], [-0.9249, 1.0923, 0.4240], [-0.3021, 2.9103, 1.9873], [1.3759, 4.5978, 1.3305], [2.4001, 4.4922, -0.9253], [1.7659, 2.7082, -2.4815], [0.0685, 1.2286, -5.3351], [-1.3829, 2.4889, -6.8806], [-3.6001, 3.2740, -6.1469], [-5.3319, 3.4171, -4.4117], [-6.1489, 2.8388, -2.1630], [-4.7544, 1.4337, -0.6569], [-2.5577, 0.6439, -1.3840]], "forces_ev_per_angstrom": [[0.03, -0.01, -0.04], [0.03, -0.01, 0.03], [-0.07, 0.04, 0.01], [0.10, -0.05, -0.13], [0.00, -0.07, -0.03], [0.01, 0.04, -0.01], [-0.01, -0.01, -0.02], [0.03, 0.02, 0.02], [-0.09, 0.07, 0.12], [-0.08, -0.05, 0.06], [0.32, -0.28, -0.35], [-0.14, 0.12, 0.10], [-0.05, 0.07, 0.17], [0.00, 0.00, 0.00], [0.00, 0.00, 0.00], [0.00, 0.00, 0.00], [0.00, -0.03, 0.01], [-0.02, -0.03, 0.01], [0.03, 0.13, 0.02], [-0.02, -0.05, -0.03], [0.00, 0.01, 0.01], [0.03, 0.03, 0.01], [-0.02, -0.02, -0.01], [-0.01, -0.02, -0.03], [0.00, 0.02, 0.03], [-0.01, 0.01, -0.01], [0.00, 0.03, 0.06], [0.00, 0.00, 0.00], [-0.01, -0.01, 0.00], [0.00, 0.00, 0.00], [-0.01, 0.02, 0.02], [0.00, -0.02, 0.00], [0.00, 0.01, -0.01], [0.00, 0.00, 0.00], [0.00, 0.00, 0.00], [0.00, -0.01, 0.00], [-0.01, 0.01, -0.02], [0.06, -0.01, 0.03], [-0.03, -0.04, -0.06], [0.06, 0.18, 0.09], [-0.09, -0.09, 0.01], [0.00, -0.03, -0.07], [-0.01, -0.02, 0.01], [-0.01, 0.00, 0.01], [-0.05, -0.04, -0.01], [0.04, 0.04, 0.05], [0.02, -0.01, -0.08], [-0.02, -0.04, 0.01], [0.00, 0.02, 0.03], [0.00, 0.00, -0.01], [-0.01, 0.02, 0.01], [0.00, 0.00, -0.01], [0.05, -0.02, -0.03], [0.02, 0.01, 0.04], [-0.03, 0.01, -0.01], [0.02, -0.01, -0.03], [0.00, 0.01, 0.01], [-0.01, 0.00, 0.01], [-0.01, 0.00, -0.02], [0.00, -0.02, 0.01], [0.00, 0.02, 0.00], [-0.01, -0.01, 0.01], [-0.02, 0.01, 0.02], [-0.01, 0.01, 0.01], [0.02, 0.00, 0.02], [0.01, 0.03, 0.00], [0.00, 0.00, -0.02], [0.00, 0.00, 0.00], [0.00, 0.00, 0.00], [0.00, 0.00, -0.01], [-0.01, 0.00, 0.00], [0.00, 0.00, 0.00], [0.01, 0.01, 0.00], [0.00, 0.00, 0.00], [0.00, 0.00, 0.00], [0.00, 0.00, 0.00], [-0.02, 0.01, 0.01]], "fmax_ev_per_a": 0.5, "multiplicity": 2, "s_squared": 0.7528, "e_lumo_ev": [2.2, 2.2], "charge": -1, "homo_ev": [-4.206, -5.806], "de_lowest_kcal_mol": 11.3}


Record 3
{"formula": "C4H9NO5", "method": "wB97M-V/def2-TZVPD", "symbols": ["C", "C", "C", "C", "N", "O", "O", "O", "O", "O", "H", "H", "H", "H", "H", "H", "H", "H", "H"], "xyz": [[0.7107, 1.2875, -0.2780], [-1.1525, 0.2993, 1.0754], [1.0499, -0.8983, 0.6334], [-0.0385, -0.0067, 0.0830], [-0.5487, -0.4606, -1.2649], [0.3385, -1.3709, -1.9282], [-1.7440, -1.1025, -1.0159], [0.0191, 2.2563, -1.1161], [-1.7939, -0.7757, 1.4012], [1.9533, -1.5027, -0.1437], [0.9038, 1.8684, 0.5707], [1.6634, 1.0931, -0.6742], [-1.7222, 1.1375, 0.7638], [-0.6671, 0.7709, 2.1430], [0.5312, -1.6311, 1.2625], [1.4790, -0.1266, 1.4354], [-0.4502, 1.7654, -1.8249], [-1.7326, -1.1731, 0.0091], [1.2011, -1.4302, -1.1315]], "forces_ev_per_angstrom": [[-1.60, 0.81, -0.83], [2.62, 0.88, 2.85], [-0.55, 0.70, 4.28], [1.94, 1.86, -2.46], [-0.06, 0.87, -0.67], [0.23, 0.66, 1.07], [-0.79, -0.89, -0.29], [-0.23, -0.38, -0.50], [-2.07, -2.45, 0.78], [0.90, 0.32, -1.40], [0.13, 0.65, 1.83], [1.30, -0.69, -1.04], [-0.96, 1.25, -0.96], [0.02, -0.37, -1.98], [-0.21, -0.15, 0.32], [0.05, -1.21, -0.79], [0.40, -0.34, 0.75], [-1.15, -0.66, -0.01], [0.04, -0.86, -0.96]], "fmax_ev_per_a": 4.4, "e_lumo_ev": 6.5, "charge": -2, "homo_ev": 1.045, "de_lowest_kcal_mol": 6.5}


Record 4
{"formula": "C6H8IN3", "method": "wB97M-V/def2-TZVPD", "symbols": ["C", "C", "C", "C", "C", "C", "N", "N", "N", "I", "H", "H", "H", "H", "H", "H", "H", "H"], "xyz": [[0.7509, -1.1028, 0.6242], [-0.1590, -0.5967, -0.2690], [4.1863, 2.1055, -0.1520], [3.1615, 1.4876, -0.6409], [-0.2657, 0.2314, -1.4186], [-2.7298, -1.0372, -0.1772], [0.2502, -2.0659, 1.3398], [-1.0340, -2.1518, 1.0408], [-1.3153, -1.2257, 0.1533], [2.8069, -0.7083, 0.6115], [4.9569, 1.7162, 0.5378], [4.4645, 3.0198, -0.6003], [-0.0520, -0.5142, -2.2012], [-1.3651, 0.5260, -1.4912], [0.4970, 0.9555, -1.4635], [-3.0028, -0.0092, -0.0328], [-3.0256, -1.4745, -1.2148], [-3.2959, -1.7807, 0.5713]], "forces_ev_per_angstrom": [[1.82, 1.43, -2.13], [-2.11, -0.80, 2.73], [1.81, -1.42, 1.48], [-1.52, 0.48, -0.98], [-1.42, -0.61, -1.58], [-1.12, -3.46, -0.09], [-1.83, -1.41, 0.96], [0.71, -0.52, 1.64], [0.67, -0.19, -0.69], [-0.05, -0.65, 0.49], [-0.68, 0.26, -0.12], [-0.04, 1.06, -0.70], [-0.25, 0.63, -0.57], [1.80, 0.31, -0.34], [0.50, 1.36, -0.16], [-0.32, 0.32, -0.06], [0.79, 1.17, 1.58], [1.25, 2.04, -1.48]], "fmax_ev_per_a": 3.6, "e_lumo_ev": 0.4, "homo_ev": -8.704, "de_lowest_kcal_mol": 97.4}